No. 1
Density functional theory data (ωB97M-V/def2-TZVPD) for a molecular structure, C3H5NO2.

energy: -322.4085 a.u.
LUMO energy: 0.86 eV
energy relative to the best compared isomer or geometry (same formula, charge and spin): 435.5 kJ/mol
HOMO: -9.177 eV
2S+1: 1

Structure (XYZ):
```
11
Properties=species:S:1:pos:R:3:mulliken_charge:R:1
O 0.180 1.566 1.616 -0.478
C -0.528 0.595 1.502 0.097
C -0.669 -0.179 0.210 -0.469
N 0.228 0.315 -0.806 -0.297
C 1.356 -0.718 -1.540 -0.159
O 1.590 -1.734 -0.986 -0.363
H -1.136 0.224 2.351 0.337
H -0.438 -1.238 0.410 0.289
H -1.723 -0.129 -0.100 0.261
H 0.623 1.232 -0.591 0.302
H 0.518 0.066 -2.065 0.479
```


No. 2
Density functional theory data (ωB97M-V/def2-TZVPD) for 10 unconnected molecules or ions with the total composition C50H71N2O30Si.

total charge: +1
energy: -4603.5802 a.u.
LUMO energy: -3.46 eV
HOMO: -9.989 eV
2S+1: 1

Structure (XYZ):
```
154
Properties=species:S:1:pos:R:3:mulliken_charge:R:1
C 3.269 -2.225 -0.258 -0.654
C 2.209 -1.089 -0.747 0.471
O 1.371 -1.393 -1.635 -0.511
O 2.336 0.193 -0.113 -0.266
C 1.462 1.175 -0.702 0.625
O 1.670 1.514 -1.894 -0.534
C 0.310 1.791 0.245 -0.500
C -0.623 2.864 -0.512 0.345
C -0.143 4.008 -1.474 -0.462
N -1.320 4.734 -1.946 0.112
C -2.404 4.049 -1.285 -0.356
N -2.106 2.955 -0.401 0.291
C -3.011 2.086 0.417 -0.309
C -4.024 2.927 1.371 -0.571
C -5.182 3.707 0.559 -0.572
C -6.687 3.144 0.882 -0.136
C -6.884 1.845 -0.049 -0.029
C -8.052 0.835 0.412 -0.021
C -9.239 1.493 1.269 -0.691
C -10.062 2.668 0.539 -0.433
Si -10.674 2.284 -1.233 -0.093
C -9.311 2.234 -2.580 -0.715
C -11.855 3.757 -1.724 -1.015
C -11.722 0.692 -1.410 0.800
C -13.302 0.726 -1.279 -0.285
C -14.117 -0.619 -1.484 -0.447
C -13.381 -1.953 -1.821 -0.319
C -11.815 -2.032 -1.933 -0.562
C -11.008 -0.692 -1.728 -0.056
H 2.982 -2.537 0.819 0.099
H 4.327 -1.755 -0.291 0.327
H 3.193 -3.103 -0.987 0.264
H 0.711 2.192 1.241 0.408
H -0.385 0.903 0.508 0.226
H 0.964 4.173 -1.724 0.328
H -1.345 5.548 -2.603 0.249
H -3.433 4.470 -1.547 0.451
H -3.574 1.308 -0.225 0.140
H -2.355 1.459 1.141 0.283
H -4.506 2.293 2.193 0.155
H -3.365 3.735 1.887 0.416
H -5.116 4.851 0.627 0.426
H -5.015 3.448 -0.564 0.095
H -7.393 3.974 0.488 0.096
H -6.851 2.971 2.000 0.156
H -6.949 2.201 -1.136 0.065
H -5.888 1.243 0.024 -0.199
H -8.410 0.220 -0.503 -0.140
H -7.545 0.052 1.108 0.142
H -8.781 1.962 2.229 0.250
H -9.934 0.650 1.663 0.458
H -11.018 2.841 1.182 0.374
H -9.530 3.686 0.505 0.187
H -9.835 2.419 -3.591 0.387
H -8.859 1.177 -2.629 0.267
H -8.552 3.057 -2.331 0.157
H -11.331 4.705 -1.354 0.255
H -11.964 3.688 -2.865 0.272
H -12.865 3.634 -1.189 0.251
H -13.898 1.677 -1.049 0.114
H -15.268 -0.602 -1.422 0.300
H -13.977 -2.923 -1.997 0.293
H -11.245 -2.995 -2.192 0.305
H -9.866 -0.774 -1.823 0.017
C 3.055 -5.346 4.368 -0.373
C 3.951 -4.152 4.487 -0.314
O 4.600 -4.110 3.223 -0.259
C 3.793 -4.760 2.339 0.665
O 3.960 -4.766 1.150 -0.506
O 2.776 -5.400 2.976 -0.311
H 2.135 -5.236 4.944 0.304
H 3.552 -6.274 4.665 0.296
H 3.393 -3.222 4.629 0.235
H 4.678 -4.255 5.294 0.313
C -1.869 7.046 -6.504 -0.402
C -2.365 6.340 -5.279 -0.281
O -1.881 7.156 -4.219 -0.307
C -1.687 8.406 -4.735 0.548
O -1.444 9.376 -4.078 -0.501
O -1.807 8.404 -6.090 -0.298
H -2.543 6.930 -7.354 0.312
H -0.867 6.721 -6.799 0.273
H -3.457 6.305 -5.229 0.261
H -1.974 5.323 -5.198 0.348
C 8.082 -4.133 1.164 0.057
C 7.667 -4.987 2.317 -0.155
O 8.846 -5.056 3.109 -0.353
C 9.595 -3.961 2.803 0.673
O 10.576 -3.621 3.409 -0.596
O 9.091 -3.302 1.724 -0.375
H 7.258 -3.535 0.772 0.182
H 8.517 -4.715 0.349 0.100
H 6.870 -4.531 2.909 0.182
H 7.351 -5.983 2.004 0.321
C 13.610 -4.291 3.170 0.203
C 13.940 -2.834 3.071 -0.291
O 15.354 -2.815 3.205 -0.331
C 15.809 -4.043 2.830 0.595
O 16.965 -4.316 2.665 -0.529
O 14.780 -4.921 2.666 -0.337
H 12.737 -4.561 2.575 -0.121
H 13.451 -4.615 4.203 0.239
H 13.671 -2.409 2.099 0.290
H 13.467 -2.245 3.858 0.274
C -0.502 -3.684 -3.463 -0.223
C 0.551 -4.511 -2.797 0.023
O -0.042 -5.799 -2.730 -0.336
C -0.985 -5.856 -3.712 0.586
O -1.558 -6.854 -4.043 -0.517
O -1.190 -4.629 -4.270 -0.341
H -0.080 -2.885 -4.074 0.276
H -1.207 -3.249 -2.747 0.264
H 1.469 -4.575 -3.389 0.172
H 0.799 -4.146 -1.799 0.083
C 5.366 2.472 -2.513 -0.169
C 4.567 3.500 -3.246 0.097
O 5.208 4.716 -2.896 -0.322
C 6.487 4.406 -2.542 0.624
O 7.350 5.215 -2.348 -0.522
O 6.657 3.058 -2.434 -0.338
H 5.404 1.518 -3.043 0.318
H 4.995 2.300 -1.498 0.173
H 4.617 3.373 -4.331 0.321
H 3.520 3.511 -2.937 -0.153
C 5.666 5.234 0.837 -0.223
C 5.694 6.113 2.048 -0.356
O 4.318 6.230 2.389 -0.324
C 3.683 5.145 1.869 0.579
O 2.544 4.842 2.111 -0.544
O 4.502 4.444 1.039 -0.244
H 6.554 4.604 0.759 0.336
H 5.551 5.801 -0.091 0.207
H 6.229 5.656 2.886 0.250
H 6.128 7.092 1.843 0.305
C 10.824 -8.756 0.007 -0.379
C 11.261 -7.494 0.684 -0.323
O 10.208 -6.588 0.383 -0.247
C 9.100 -7.334 0.123 0.632
O 7.993 -6.882 -0.003 -0.549
O 9.406 -8.655 0.026 -0.332
H 11.157 -9.650 0.536 0.303
H 11.160 -8.812 -1.033 0.278
H 11.333 -7.604 1.770 0.267
H 12.214 -7.124 0.302 0.308
C -6.058 -0.517 4.433 -0.283
C -6.694 -1.871 4.339 -0.380
O -8.056 -1.608 4.640 -0.326
C -8.284 -0.297 4.352 0.665
O -9.368 0.212 4.332 -0.514
O -7.119 0.361 4.087 -0.259
H -5.218 -0.402 3.745 0.189
H -5.721 -0.282 5.447 0.342
H -6.629 -2.295 3.333 0.274
H -6.269 -2.581 5.051 0.324
```


Going through the records in order, we get frontier orbital gap values of 10.0; 6.5 eV.